{
  "formula": "C41H68N3O21",
  "method": "ωB97M-V/def2-TZVPD",
  "total_charge": 1,
  "e_homo_ev": -11.5587,
  "lumo_energy_ha": -0.1516,
  "e_tot_ha": -3347.11415,
  "spin_multiplicity": 1,
  "species": ["C", "C", "N", "C", "N", "C", "C", "C", "C", "C", "C", "C", "C", "C", "C", "C", "C", "C", "C", "C", "C", "C", "N", "H", "H", "H", "H", "H", "H", "H", "H", "H", "H", "H", "H", "H", "H", "H", "H", "H", "H", "H", "H", "H", "H", "H", "H", "H", "H", "H", "H", "H", "H", "H", "H", "H", "H", "H", "H", "H", "H", "H", "H", "C", "C", "O", "C", "O", "O", "H", "H", "H", "H", "C", "C", "O", "C", "O", "O", "H", "H", "H", "H", "C", "C", "O", "C", "O", "O", "H", "H", "H", "H", "C", "C", "O", "C", "O", "O", "H", "H", "H", "H", "C", "C", "O", "C", "O", "O", "H", "H", "H", "H", "C", "C", "O", "C", "O", "O", "H", "H", "H", "H", "C", "C", "O", "C", "O", "O", "H", "H", "H", "H"],
  "xyz": [[4.6004, -4.5724, 0.5086], [3.7015, -4.0689, -0.3454], [3.7986, -2.7760, -0.9527], [2.7087, -2.1498, -1.2693], [1.4089, -2.5758, -1.0580], [0.5364, -1.3654, -1.1039], [1.6279, -0.2526, -0.9617], [1.2462, 1.2171, -1.1713], [1.3033, 1.9503, 0.2286], [-0.0903, 2.4621, 0.7184], [-0.2111, 3.9971, 0.4921], [-1.0175, 4.1911, -0.8497], [-2.5418, 4.0557, -0.5081], [-3.2326, 2.8658, -1.2227], [-4.4439, 2.4294, -0.3382], [-5.5047, 1.6107, -1.0960], [-6.6764, 1.2648, -0.0969], [-6.9867, -0.2679, -0.2287], [-6.1106, -0.9888, 0.8485], [-6.1105, -2.5195, 0.6541], [-5.5608, -2.9998, -0.7153], [-4.2885, -2.2025, -1.1999], [2.6414, -0.8605, -1.9037], [5.2842, -3.9434, 1.0852], [4.6578, -5.6401, 0.7161], [2.8099, -4.6549, -0.5707], [4.6675, -2.2993, -1.1590], [1.2170, -3.0621, -0.1874], [-0.0905, -1.3067, -2.0068], [-0.1680, -1.3089, -0.2617], [2.0664, -0.5273, 0.0159], [0.2256, 1.2930, -1.5691], [1.9128, 1.7500, -1.8578], [2.0095, 2.7846, 0.1327], [1.7063, 1.2982, 1.0180], [-0.8981, 1.9057, 0.2171], [-0.1817, 2.2190, 1.7907], [0.7539, 4.5101, 0.3744], [-0.7364, 4.4962, 1.3186], [-0.7840, 5.1801, -1.2594], [-0.7002, 3.3781, -1.5199], [-2.6469, 3.8631, 0.5729], [-3.0237, 5.0248, -0.6909], [-3.6233, 3.1243, -2.2170], [-2.5090, 2.0407, -1.3327], [-4.9191, 3.3228, 0.1036], [-4.0152, 1.8768, 0.5173], [-5.0595, 0.6465, -1.3913], [-5.8998, 2.1328, -1.9758], [-6.2908, 1.3981, 0.9212], [-7.5577, 1.8729, -0.3267], [-6.7226, -0.6337, -1.2290], [-8.0409, -0.4639, 0.0186], [-6.6018, -0.7487, 1.8059], [-5.1036, -0.5501, 0.9122], [-5.5856, -3.0480, 1.4619], [-7.1620, -2.8505, 0.7158], [-5.2283, -4.0515, -0.6622], [-6.3218, -2.9824, -1.5178], [-3.5142, -2.9327, -1.4994], [-4.5464, -1.6460, -2.1116], [-3.8641, -1.5701, -0.4126], [2.0866, -1.0673, -2.7403], [-1.0045, -2.5459, 3.2518], [-1.0509, -1.0377, 3.2974], [-2.4073, -0.7592, 2.9574], [-3.1464, -1.8603, 3.2660], [-4.3280, -1.8942, 3.2660], [-2.3409, -2.9105, 3.5790], [-0.3026, -2.9689, 3.9681], [-0.7693, -2.9290, 2.2527], [-0.8463, -0.6423, 4.2946], [-0.3698, -0.5696, 2.5862], [-5.0882, -4.9919, -5.0666], [-6.2744, -5.1308, -4.1475], [-6.4549, -3.7955, -3.6653], [-5.9069, -2.9555, -4.5744], [-6.0293, -1.7746, -4.5600], [-5.1948, -3.6365, -5.5064], [-5.1227, -5.6779, -5.9102], [-4.1371, -5.1186, -4.5442], [-7.1803, -5.4408, -4.6724], [-6.0898, -5.8179, -3.3244], [4.0122, 3.9792, 2.6774], [5.1014, 2.9438, 2.6353], [4.6039, 1.9304, 3.5190], [3.2616, 2.0536, 3.5677], [2.5258, 1.2641, 4.0759], [2.8466, 3.1896, 2.9615], [3.9008, 4.5135, 1.7360], [4.1535, 4.7035, 3.4813], [5.2290, 2.5089, 1.6391], [6.0559, 3.3309, 2.9803], [0.1749, 2.7551, 5.5610], [-0.0415, 4.0033, 4.7443], [-1.1197, 4.6408, 5.4293], [-1.1164, 4.1945, 6.7134], [-1.7774, 4.6509, 7.5837], [-0.2532, 3.1570, 6.8633], [1.2112, 2.4368, 5.5740], [-0.4487, 1.9219, 5.2257], [0.8270, 4.6663, 4.7550], [-0.3104, 3.7911, 3.7109], [8.4969, -4.4089, -0.4388], [8.5649, -5.8591, -0.0281], [9.9505, -6.0373, 0.2493], [10.4750, -4.8192, 0.5488], [11.5588, -4.6426, 0.9852], [9.5813, -3.8279, 0.2778], [7.5552, -3.9357, -0.1634], [8.6652, -4.2692, -1.5095], [7.9928, -6.0650, 0.8809], [8.2361, -6.5370, -0.8137], [-4.9098, -1.2384, -8.5567], [-3.9806, -0.9790, -7.4001], [-2.8161, -0.4570, -8.0458], [-3.2045, 0.0649, -9.2373], [-2.5104, 0.7207, -9.9403], [-4.4915, -0.2633, -9.5145], [-5.9568, -1.1021, -8.2950], [-4.7778, -2.2347, -8.9857], [-4.3704, -0.2271, -6.7110], [-3.7430, -1.8804, -6.8410], [10.2161, 3.8589, 3.6579], [10.3374, 5.3567, 3.7733], [8.9877, 5.7908, 3.5787], [8.1744, 4.7652, 3.9075], [6.9907, 4.8534, 4.0172], [8.8743, 3.6240, 4.0980], [10.9283, 3.3268, 4.2842], [10.3164, 3.5078, 2.6286], [10.6714, 5.6761, 4.7623], [10.9954, 5.7867, 3.0218]],
  "atomic_forces_ev_per_a": [[-0.082, 0.618, -0.006], [0.865, -0.945, 0.731], [-0.994, -0.235, 0.567], [-2.559, 1.038, -1.117], [0.839, 0.479, 1.218], [-0.252, 1.132, 0.420], [-0.619, -1.151, -0.807], [0.277, -0.046, 1.317], [-0.637, -0.104, -0.350], [1.095, 0.521, 0.692], [-0.742, -0.203, -1.186], [-0.232, 0.186, 1.683], [0.750, -0.434, -0.578], [-0.916, 0.658, 0.784], [0.514, 0.177, -0.887], [-0.161, -0.279, 1.682], [0.561, -1.164, -1.385], [0.631, 0.601, 1.131], [-0.985, -0.289, -0.270], [-0.243, -0.173, -0.315], [0.762, 0.209, -0.224], [-0.462, -0.985, -0.345], [0.847, -0.852, 0.476], [0.270, -0.128, -0.735], [-0.595, 0.328, 0.235], [0.412, 0.206, -0.780], [0.139, -0.226, 0.052], [0.279, -0.672, -0.346], [0.549, -0.042, 0.011], [0.260, -0.496, -0.098], [-0.201, 1.131, 0.025], [0.278, -0.141, -0.018], [-0.027, -0.511, -0.027], [-0.272, -0.137, 0.187], [0.034, 0.004, -0.416], [0.164, 0.316, 0.109], [0.061, 0.135, -0.290], [0.015, -0.490, 0.308], [0.085, -0.133, -0.268], [-0.087, -0.343, -0.226], [-0.099, 0.544, -0.175], [0.105, 0.120, -0.291], [-0.185, -0.396, -0.090], [0.371, 0.036, 0.120], [-0.307, 0.136, -0.047], [0.161, -0.177, -0.260], [-0.425, -0.070, -0.213], [-0.039, 0.422, -0.247], [0.293, -0.091, 0.127], [-0.509, 0.433, -0.129], [0.211, 0.010, 0.374], [-0.420, 0.132, 0.112], [0.274, -0.140, -0.359], [0.391, -0.198, -0.121], [-0.214, -0.190, -0.179], [-0.030, 0.379, -0.134], [0.299, 0.049, 0.061], [-0.436, 0.239, 0.274], [0.342, 0.219, 0.634], [-0.139, 0.310, 0.104], [0.265, 0.276, 0.433], [-0.148, 0.045, -0.306], [0.561, 0.386, -0.465], [0.267, -0.220, 0.110], [0.264, 0.275, 0.039], [0.097, -0.211, -0.066], [-0.326, 0.075, 0.096], [0.037, -0.028, 0.042], [0.120, 0.178, -0.122], [-0.163, -0.076, 0.046], [-0.042, 0.023, -0.014], [0.014, -0.051, -0.020], [-0.155, 0.109, -0.019], [0.236, -0.322, -0.139], [-0.232, -0.375, 0.181], [0.205, -0.069, -0.457], [-0.165, 0.233, 0.143], [0.074, 0.095, -0.029], [-0.053, -0.060, 0.077], [-0.009, 0.181, -0.098], [-0.034, 0.036, 0.020], [0.036, 0.048, -0.015], [-0.054, 0.185, 0.118], [0.095, 0.492, -0.063], [0.526, 0.007, -0.316], [-0.385, 0.033, -0.063], [0.167, 0.013, 0.016], [-0.095, -0.190, -0.124], [0.051, -0.174, 0.069], [-0.218, -0.091, 0.019], [0.035, -0.077, 0.012], [-0.135, -0.038, 0.033], [-0.182, -0.199, 0.184], [0.240, -0.253, 0.028], [0.090, 0.105, -0.312], [0.104, -0.163, 0.038], [-0.153, 0.095, 0.224], [-0.018, 0.015, 0.013], [-0.083, 0.140, -0.226], [-0.052, -0.029, 0.204], [-0.025, 0.044, -0.007], [-0.014, -0.028, 0.032], [-0.144, 0.111, 0.051], [-0.163, 0.199, -0.228], [-0.230, -0.324, -0.028], [-0.159, 0.235, -0.049], [0.356, -0.067, 0.134], [0.014, 0.042, 0.014], [-0.151, -0.148, -0.023], [0.119, 0.113, 0.110], [0.011, -0.041, 0.018], [0.036, 0.039, 0.005], [0.198, -0.068, 0.024], [-0.329, -0.212, -0.030], [-0.031, -0.086, 0.462], [-0.136, -0.041, -0.116], [0.063, 0.137, -0.174], [0.047, 0.019, -0.014], [0.161, -0.043, 0.175], [0.025, 0.148, -0.136], [0.044, 0.037, 0.000], [-0.020, -0.021, -0.039], [0.151, 0.057, -0.046], [0.355, -0.254, -0.070], [0.404, 0.213, 0.031], [-0.119, -0.242, 0.038], [0.106, 0.171, 0.107], [-0.014, 0.058, -0.015], [-0.107, 0.176, -0.078], [-0.192, -0.072, 0.088], [-0.048, 0.033, 0.020], [-0.064, -0.025, -0.009], [-0.193, 0.104, -0.051]],
  "lowdin_charge": [0.068, -0.143, 0.166, -0.304, 0.113, -0.087, -0.275, -0.099, -0.166, -0.184, -0.192, -0.177, -0.200, -0.203, -0.225, -0.193, -0.181, -0.188, -0.229, -0.206, -0.235, -0.101, 0.106, 0.079, 0.082, 0.123, 0.186, 0.139, 0.137, 0.128, 0.142, 0.103, 0.123, 0.100, 0.089, 0.095, 0.093, 0.100, 0.098, 0.104, 0.088, 0.100, 0.116, 0.112, 0.089, 0.120, 0.110, 0.087, 0.114, 0.096, 0.105, 0.094, 0.112, 0.116, 0.084, 0.091, 0.112, 0.094, 0.083, 0.054, 0.054, 0.053, 0.140, -0.130, -0.129, 0.056, -0.545, 0.184, 0.071, 0.136, 0.117, 0.134, 0.117, -0.116, -0.107, 0.042, -0.569, 0.164, 0.045, 0.136, 0.132, 0.138, 0.136, -0.100, -0.111, 0.081, -0.577, 0.132, 0.036, 0.135, 0.138, 0.133, 0.099, -0.124, -0.123, 0.065, -0.564, 0.177, 0.068, 0.108, 0.127, 0.133, 0.112, -0.138, -0.132, 0.070, -0.558, 0.190, 0.060, 0.104, 0.135, 0.130, 0.134, -0.120, -0.129, 0.055, -0.571, 0.168, 0.065, 0.135, 0.134, 0.134, 0.115, -0.113, -0.111, 0.076, -0.559, 0.143, 0.068, 0.137, 0.135, 0.138, 0.137]
}